(1)
284
Properties=species:S:1:pos:R:3 method="wB97M-V/def2-TZVPD" molar_mass_g_mol=1498.268 relative_energy_kcal_mol=0.00 multiplicity=1 total_charge=0
C -1.4684 9.0469 3.9310
C -1.8123 7.5691 4.1212
C -0.8996 6.8068 5.0960
O -0.9300 5.3824 5.0516
C -0.3496 4.8417 3.8770
N -3.2496 7.4243 4.4247
H -2.0410 9.4979 3.1206
H -0.4511 9.1524 3.5541
H -1.4200 9.6799 4.8171
H -1.7834 7.1718 3.1066
H -0.9666 7.1325 6.1341
H 0.1444 7.0369 4.8834
H -1.0005 4.9782 3.0134
H 0.0098 3.8292 4.0609
H 0.6112 5.2804 3.6078
H -3.5797 6.4921 4.6298
H -3.4523 7.9120 5.2855
C -4.8803 -3.3470 -2.8002
C -5.9263 -4.3608 -3.1233
C -6.8969 -4.6215 -1.8995
O -6.2444 -5.3818 -0.8827
C -7.1526 -6.0722 -0.0296
N -6.6816 -3.8407 -4.2946
H -4.3706 -3.3571 -1.8367
H -5.3189 -2.3617 -2.9583
H -4.0908 -3.2975 -3.5501
H -5.4776 -5.3399 -3.2912
H -7.8237 -5.0784 -2.2465
H -7.2065 -3.7169 -1.3763
H -6.6389 -6.8012 0.5972
H -7.8737 -6.6705 -0.5865
H -7.5755 -5.3212 0.6377
H -7.4747 -3.2929 -3.9929
H -7.1142 -4.6101 -4.7855
C -0.0595 6.2304 0.4220
C 1.2903 5.3934 0.3277
C 1.5486 4.7812 -1.0714
O 0.4915 3.9093 -1.4623
C 0.3940 3.7953 -2.8495
N 2.3611 6.3281 0.7426
H -0.9007 5.6832 -0.0035
H -0.0386 7.1865 -0.1010
H -0.3520 6.3215 1.4680
H 1.1300 4.5295 0.9728
H 2.4966 4.2474 -1.1381
H 1.5973 5.6025 -1.7864
H 1.3754 3.5601 -3.2614
H 0.1682 4.7810 -3.2563
H -0.2665 2.9892 -3.1690
H 2.5212 6.2155 1.7335
H 3.1864 5.8964 0.3518
C -2.9996 1.6622 -3.1844
C -3.9291 2.2933 -2.0990
C -3.3703 3.6681 -1.5271
O -4.0984 3.7470 -0.2847
C -4.2178 5.0662 0.2424
N -5.2489 2.5214 -2.7248
H -3.4144 0.6768 -3.3965
H -1.9909 1.5674 -2.7822
H -2.9312 2.2741 -4.0838
H -3.8999 1.5541 -1.2985
H -3.4640 4.5333 -2.1834
H -2.3216 3.5901 -1.2400
H -4.8981 5.6739 -0.3543
H -3.2216 5.4973 0.1433
H -4.4838 5.0043 1.2976
H -5.5979 3.2190 -2.0833
H -5.1611 3.0825 -3.5600
C 2.3324 -5.1587 0.7328
C 2.7804 -3.7740 0.2964
C 2.8315 -3.6326 -1.2293
O 3.8065 -4.4345 -1.8167
C 4.0374 -4.0852 -3.2172
N 1.9886 -2.7668 0.9431
H 1.3055 -5.3948 0.4539
H 2.4759 -5.1972 1.8126
H 2.9290 -5.9908 0.3591
H 3.7778 -3.4753 0.6191
H 2.9631 -2.5910 -1.5225
H 1.8635 -3.7693 -1.7114
H 4.1640 -4.9758 -3.8328
H 4.9821 -3.5462 -3.2884
H 3.2830 -3.4516 -3.6836
H 0.9968 -2.9579 0.9432
H 2.0608 -1.8952 0.4379
C -1.6506 -2.0784 8.5470
C -1.8658 -2.2059 6.9945
C -0.4222 -2.4113 6.3677
O 0.3231 -1.2695 5.9284
C 1.0556 -0.6959 7.0136
N -2.8468 -3.2227 6.7729
H -2.6412 -2.0939 9.0017
H -1.1029 -1.1718 8.8044
H -0.9678 -2.8280 8.9469
H -2.4507 -1.3864 6.5769
H -0.6416 -2.8603 5.3989
H 0.2969 -3.0964 6.8166
H 1.7230 -1.4091 7.4972
H 0.5163 -0.2127 7.8283
H 1.6182 0.0987 6.5235
H -3.0440 -3.2051 5.7825
H -2.4887 -4.1575 6.9068
C 0.4018 -3.8616 -5.5185
C 0.1272 -5.3447 -5.3666
C -0.8128 -5.7171 -4.1905
O -0.4709 -5.1869 -2.8973
C -1.2909 -5.5245 -1.8245
N -0.4625 -5.8117 -6.6114
H -0.5380 -3.3183 -5.6165
H 1.1076 -3.6228 -6.3141
H 0.9219 -3.5004 -4.6313
H 1.1540 -5.6962 -5.2652
H -0.8657 -6.7925 -4.0210
H -1.7858 -5.2652 -4.3836
H -2.3756 -5.5689 -1.9218
H -1.0067 -4.9646 -0.9335
H -1.0240 -6.5647 -1.6377
H -1.3318 -5.3091 -6.7207
H 0.2001 -5.5690 -7.3340
C 4.8148 -2.6254 3.5021
C 3.8493 -2.0298 4.4924
C 3.4575 -0.5854 4.0204
O 4.3988 0.4197 4.3537
C 4.1241 1.7074 4.1046
N 2.7092 -2.9379 4.5351
H 5.0322 -3.6350 3.8508
H 5.7177 -2.0147 3.4992
H 4.5023 -2.6706 2.4589
H 4.3291 -2.0297 5.4711
H 2.4996 -0.2946 4.4518
H 3.2507 -0.6035 2.9503
H 4.9655 2.4000 4.1220
H 3.4177 1.9949 4.8833
H 3.7233 1.7813 3.0937
H 1.9254 -2.4571 4.9531
H 2.5062 -3.1970 3.5802
C 0.0050 0.2624 2.6871
C 0.2702 1.0387 1.3299
C -0.3107 0.3914 0.0023
O 0.2783 -0.9024 -0.2476
C -0.4371 -1.6018 -1.1794
N -0.2940 2.3723 1.5468
H 0.3362 0.8248 3.5601
H 0.5370 -0.6871 2.7459
H -1.0264 -0.0591 2.8316
H 1.3555 1.1181 1.2671
H -0.3604 1.1242 -0.8031
H -1.3594 0.2969 0.2842
H -0.3828 -1.1066 -2.1489
H -1.4474 -1.6915 -0.7804
H 0.0665 -2.5489 -1.3733
H -0.1138 2.9290 0.7236
H -1.2827 2.2646 1.7223
C 2.2751 2.4990 -9.4638
C 3.1582 1.2434 -8.9437
C 2.1567 0.1922 -8.2207
O 2.0198 0.6449 -6.8822
C 1.0257 -0.0178 -6.1558
N 3.9679 0.7978 -10.0614
H 2.8722 3.2239 -10.0170
H 1.7889 2.9000 -8.5744
H 1.4908 2.1111 -10.1139
H 3.8756 1.5949 -8.2022
H 2.5433 -0.8266 -8.2459
H 1.1694 0.2400 -8.6801
H 0.9288 0.5720 -5.2443
H 1.2361 -1.0525 -5.8852
H 0.1060 0.2189 -6.6909
H 4.5461 0.0396 -9.7282
H 3.3327 0.2271 -10.6008
C 4.8478 3.2326 0.9967
C 5.7658 4.5685 1.0801
C 5.6714 5.3084 2.4107
O 4.3467 5.8202 2.5702
C 4.0833 6.5560 3.7412
N 7.1774 4.1925 0.8898
H 3.8910 3.3820 1.4971
H 5.3253 2.3117 1.3314
H 4.6720 3.1551 -0.0762
H 5.4390 5.2254 0.2740
H 6.3136 6.1849 2.3249
H 6.0119 4.6255 3.1891
H 3.0896 6.9967 3.6610
H 4.7933 7.3750 3.8569
H 4.2156 5.9045 4.6050
H 7.4960 3.3532 1.3525
H 7.7805 4.9438 1.1929
C 4.5728 -10.0251 -4.9004
C 3.1624 -9.3767 -5.0256
C 2.9105 -8.1270 -4.1022
O 2.7148 -8.5699 -2.7743
C 1.8672 -7.7412 -1.9632
N 3.0385 -8.9837 -6.4455
H 4.8582 -10.3472 -3.8990
H 5.1488 -9.1663 -5.2452
H 4.6782 -10.8606 -5.5925
H 2.3920 -10.0939 -4.7423
H 1.9628 -7.7093 -4.4421
H 3.6884 -7.3661 -4.1645
H 2.3321 -6.7810 -1.7399
H 1.6807 -8.1887 -0.9869
H 0.9014 -7.6753 -2.4642
H 3.5110 -9.6646 -7.0227
H 3.5452 -8.1256 -6.6100
C -6.4414 3.1855 -7.7022
C -6.2861 1.6661 -7.6352
C -5.2154 1.2013 -6.6640
O -5.0734 -0.2289 -6.7755
C -4.2456 -0.7501 -5.6663
N -7.5644 1.0132 -7.3241
H -5.5268 3.6896 -8.0143
H -6.8630 3.6642 -6.8183
H -7.1987 3.3534 -8.4680
H -5.8075 1.3819 -8.5724
H -5.4539 1.4874 -5.6396
H -4.2378 1.6451 -6.8520
H -4.8160 -0.6291 -4.7454
H -3.3928 -0.0819 -5.5461
H -3.9640 -1.7887 -5.8397
H -7.2235 0.0739 -7.1769
H -7.9360 1.2805 -6.4238
C 7.5842 2.4340 -3.4108
C 6.5534 1.3983 -3.8739
C 5.2709 1.5779 -3.0644
O 4.3688 0.5116 -3.2434
C 3.0709 0.5639 -2.7024
N 6.2802 1.4829 -5.2737
H 7.1867 3.4487 -3.4315
H 8.4663 2.3252 -4.0418
H 7.7284 2.2074 -2.3544
H 6.9618 0.3998 -3.7181
H 4.7213 2.4514 -3.4149
H 5.5512 1.6270 -2.0122
H 2.3644 1.2779 -3.1255
H 3.0825 0.8202 -1.6431
H 2.6030 -0.4154 -2.8028
H 5.4881 0.8721 -5.4143
H 6.1034 2.4481 -5.5128
C -1.9849 -2.8772 2.4926
C -3.3184 -2.4618 3.1512
C -4.4006 -2.2653 2.1131
O -4.0480 -1.1901 1.1855
C -5.0816 -0.8937 0.2922
N -3.7535 -3.4608 4.1223
H -1.1652 -2.3576 2.9888
H -2.0453 -2.3946 1.5171
H -1.8454 -3.9583 2.4955
H -3.2140 -1.5773 3.7795
H -5.3127 -1.9501 2.6199
H -4.7194 -3.1829 1.6187
H -4.8984 0.0359 -0.2466
H -6.1035 -0.8942 0.6714
H -4.9659 -1.5699 -0.5549
H -3.8345 -4.3518 3.6535
H -4.7329 -3.2728 4.2824
C 1.2365 4.1464 7.7389
C 0.9084 2.8424 8.3733
C 1.7328 2.4628 9.6629
O 1.2220 1.2652 10.1882
C 1.7978 0.9120 11.5033
N -0.5102 2.9120 8.7133
H 1.4334 4.9229 8.4781
H 0.5602 4.5837 7.0044
H 2.1520 3.9174 7.1934
H 0.9893 2.0316 7.6493
H 1.7605 3.3349 10.3162
H 2.7096 2.1974 9.2585
H 1.3424 1.6083 12.2075
H 2.8751 1.0744 11.4695
H 1.6277 -0.1154 11.8252
H -0.8444 2.0150 9.0354
H -0.9891 3.0083 7.8293
O -3.1392 1.8858 1.6169
H -3.6931 2.3471 0.9871
H -3.3980 0.9677 1.5367
O -4.4444 -0.4156 5.6227
H -4.0660 -1.2807 5.7796
H -5.3648 -0.5885 5.4247
O -3.2747 1.7257 4.3048
H -3.0787 1.8887 3.3821
H -3.6186 0.8326 4.3229
O -2.2383 3.4071 6.3040
H -2.3744 2.8777 5.5182
H -1.7104 4.1479 6.0058

---

(2)
116
Properties=species:S:1:pos:R:3 method="wB97M-V/def2-TZVPD" molar_mass_g_mol=1015.088 multiplicity=1 total_charge=+1
C 6.7603 6.0703 1.1624
C 5.8514 5.4794 0.3089
C 4.4382 5.2579 0.6643
C 4.0621 4.3739 1.6677
N 2.7707 4.1875 1.9382
C 1.7957 4.8186 1.2680
C 2.1015 5.7202 0.2824
C 3.4419 5.9591 -0.0295
C 3.7464 6.9711 -1.1004
O 3.0570 7.1145 -2.0572
O 4.8645 7.7542 -0.9011
S 4.6901 8.7792 0.4252
H 7.1220 7.0753 0.9592
H 7.1353 5.5380 2.0354
H 6.1530 5.1604 -0.6892
H 4.8303 3.8459 2.2185
H 2.5191 3.5206 2.6595
H 0.7666 4.6145 1.5191
H 1.3184 6.2305 -0.2581
H 4.7367 7.8938 1.4448
C 6.4800 -2.9591 -3.1616
C 5.5100 -3.4961 -2.3223
C 4.4859 -2.6964 -1.8441
C 4.4356 -1.3516 -2.1882
C 5.4291 -0.8054 -3.0080
C 6.4413 -1.6167 -3.5027
C 5.4352 0.6452 -3.3434
O 6.2904 1.1299 -4.0496
C 4.3590 1.5054 -2.7598
C 4.3860 2.8771 -2.9955
C 3.3921 3.6741 -2.4535
C 2.3758 3.1116 -1.6941
C 2.3358 1.7506 -1.4555
C 3.3411 0.9460 -1.9839
C 3.3249 -0.5131 -1.6765
O 2.4261 -0.9833 -1.0079
H 7.2734 -3.5878 -3.5425
H 5.5533 -4.5401 -2.0429
H 3.7277 -3.1152 -1.1963
H 7.1985 -1.1912 -4.1464
H 5.1819 3.3052 -3.5895
H 3.3948 4.7421 -2.6257
H 1.6019 3.7514 -1.2941
H 1.5488 1.3082 -0.8591
C 4.3167 -1.9860 2.0951
C 4.6638 -3.1522 2.7654
C 5.5500 -3.0987 3.8295
C 6.0969 -1.8848 4.2204
C 5.7609 -0.7125 3.5364
C 4.8620 -0.7723 2.4782
C 6.3619 0.5939 3.9133
O 6.0610 1.6262 3.3369
C 7.3503 0.6143 5.0255
C 7.9705 1.8120 5.3624
C 8.8825 1.8527 6.4028
C 9.1742 0.6978 7.1197
C 8.5634 -0.4997 6.7876
C 7.6580 -0.5482 5.7365
C 7.0357 -1.8543 5.3782
O 7.2879 -2.8592 6.0037
H 3.6184 -2.0142 1.2671
H 4.2454 -4.1010 2.4576
H 5.8255 -3.9992 4.3607
H 4.5937 0.1346 1.9528
H 7.7386 2.7081 4.8045
H 9.3675 2.7851 6.6590
H 9.8821 0.7324 7.9368
H 8.7877 -1.4027 7.3381
C -1.7898 0.3538 -2.9712
C -0.6125 -0.2206 -2.5018
C -0.6552 -1.1985 -1.5219
C -1.8785 -1.5992 -0.9992
C -3.0587 -1.0073 -1.4533
C -3.0105 -0.0377 -2.4475
C -4.3796 -1.3881 -0.8755
O -5.4036 -0.8753 -1.2803
C -4.4018 -2.4052 0.2101
C -5.6131 -2.7342 0.8046
C -5.6571 -3.6884 1.8067
C -4.4898 -4.3242 2.2148
C -3.2772 -3.9960 1.6311
C -3.2259 -3.0306 0.6341
C -1.9077 -2.6672 0.0425
O -0.8864 -3.2157 0.3993
H -1.7535 1.1102 -3.7445
H 0.3418 0.0937 -2.9057
H 0.2564 -1.6503 -1.1619
H -3.9299 0.4066 -2.8031
H -6.5169 -2.2372 0.4828
H -6.6022 -3.9387 2.2698
H -4.5269 -5.0745 2.9932
H -2.3656 -4.4834 1.9474
C -15.1402 -2.5580 -1.8945
C -14.7005 -2.8686 -0.6121
C -13.3473 -2.8604 -0.3203
C -12.4258 -2.5516 -1.3129
C -12.8664 -2.2607 -2.6060
C -14.2261 -2.2554 -2.8892
C -11.8962 -1.9700 -3.7009
O -12.2790 -1.7121 -4.8220
C -10.4424 -2.0136 -3.3765
C -9.5142 -1.8007 -4.3879
C -8.1597 -1.8259 -4.0995
C -7.7224 -2.0546 -2.7982
C -8.6459 -2.2720 -1.7909
C -10.0046 -2.2613 -2.0742
C -10.9745 -2.5307 -0.9756
O -10.5927 -2.7317 0.1591
H -16.1988 -2.5571 -2.1179
H -15.4166 -3.1157 0.1604
H -12.9982 -3.0956 0.6755
H -14.5601 -2.0178 -3.8896
H -9.8589 -1.6195 -5.3965
H -7.4390 -1.6641 -4.8905
H -6.6697 -2.0672 -2.5757
H -8.3209 -2.4557 -0.7776

---

| no. | orbital gap (Eh) | maximum force (eV/Å) |
| --- | --- | --- |
| 1 | 0.3048 | 4.396 |
| 2 | 0.2067 | 2.111 |